# 1
Computed, not measured: C31H76Br2FO7S as an isolated structure at a distorted geometry, with ωB97M-V/def2-TZVPD.

Calculated values
- strongest force on any atom (eV/A) = 2.17
- energy (eV) = -201337.7792
- total charge = +1
- multiplicity = 1
- frontier orbital gap (eV) = 5.3

Each line ends with the Mulliken charge.
Cartesian coordinates (Å):
C1 -3.06 -6.94 4.88  -1.45
C2 -1.91 -7.96 4.84  -0.18
Br1 -0.65 -7.38 3.48  -0.05
C3 -2.46 -9.39 4.61  -0.23
Br2 -2.35 -10.44 6.21  0.06
S1 -1.61 -10.24 3.26  0.41
F1 -2.54 -10.03 2.07  -0.10
H1 -2.77 -6.13 5.53  0.36
H2 -3.20 -6.53 3.89  0.44
H3 -4.00 -7.39 5.19  0.39
H4 -1.39 -7.91 5.78  0.54
H5 -3.50 -9.31 4.33  0.49
H6 -1.87 -11.54 3.58  0.28
C4 3.55 -5.04 4.25  -1.34
C5 2.07 -4.88 4.53  0.80
O1 1.75 -4.72 5.90  -0.44
C6 2.30 -3.57 6.53  -0.32
C7 1.83 -2.26 5.93  -0.89
H7 3.98 -5.83 4.87  0.32
H8 3.71 -5.29 3.20  0.42
H9 4.10 -4.12 4.45  0.31
H10 1.54 -5.78 4.22  -0.20
H11 1.65 -4.05 3.94  -0.12
H12 3.40 -3.62 6.53  0.31
H13 1.98 -3.63 7.57  0.33
H14 2.21 -2.11 4.92  0.24
H15 2.17 -1.42 6.54  0.44
H16 0.74 -2.23 5.88  0.14
C8 -0.61 -3.83 1.27  -1.03
C9 -2.08 -3.63 1.60  0.00
O2 -2.34 -3.49 2.98  -0.40
C10 -1.73 -2.36 3.60  0.29
C11 -2.18 -1.03 3.03  -1.11
H17 -0.20 -4.63 1.88  0.07
H18 -0.49 -4.08 0.21  0.46
H19 -0.03 -2.93 1.46  0.26
H20 -2.64 -4.52 1.29  0.29
H21 -2.50 -2.79 1.03  0.11
H22 -0.64 -2.45 3.56  -0.15
H23 -2.01 -2.42 4.65  0.35
H24 -1.83 -0.89 2.01  0.12
H25 -1.79 -0.21 3.63  0.46
H26 -3.27 -0.97 3.02  0.28
C12 1.30 1.75 0.21  -0.91
C13 -0.17 1.97 0.54  -0.44
O3 -0.42 2.13 1.93  -0.35
C14 0.20 3.25 2.54  -0.34
C15 -0.25 4.58 1.97  -0.99
H27 1.72 0.94 0.81  0.28
H28 1.41 1.50 -0.85  0.33
H29 1.89 2.65 0.40  0.25
H30 -0.74 1.08 0.25  0.35
H31 -0.58 2.81 -0.02  0.30
H32 1.29 3.15 2.51  0.31
H33 -0.09 3.19 3.60  0.31
H34 0.11 4.72 0.95  0.17
H35 0.15 5.40 2.57  0.41
H36 -1.33 4.65 1.96  0.30
C16 4.81 1.16 -4.79  -1.11
C17 4.61 1.47 -3.32  -0.49
O4 3.52 0.77 -2.73  -0.29
C18 3.63 -0.64 -2.72  -0.30
C19 4.82 -1.16 -1.94  -1.14
H37 3.87 1.27 -5.34  0.28
H38 5.55 1.82 -5.22  0.40
H39 5.15 0.13 -4.94  0.36
H40 4.36 2.53 -3.22  0.30
H41 5.53 1.31 -2.76  0.44
H42 3.64 -1.03 -3.75  0.30
H43 2.71 -1.00 -2.26  0.33
H44 5.77 -0.91 -2.42  0.26
H45 4.77 -2.25 -1.85  0.41
H46 4.84 -0.73 -0.94  0.30
C20 -6.07 -2.11 0.04  -0.89
C21 -5.52 -2.00 -1.37  -0.31
O5 -4.40 -2.84 -1.62  -0.42
C22 -4.63 -4.23 -1.49  -0.10
C23 -5.67 -4.78 -2.47  -1.28
H47 -5.27 -1.99 0.77  0.12
H48 -6.83 -1.35 0.21  0.41
H49 -6.53 -3.09 0.22  0.27
H50 -5.16 -0.99 -1.54  0.33
H51 -6.30 -2.18 -2.11  0.31
H52 -4.91 -4.48 -0.46  0.20
H53 -3.67 -4.71 -1.69  0.37
H54 -6.67 -4.40 -2.25  0.29
H55 -5.70 -5.86 -2.42  0.42
H56 -5.42 -4.48 -3.49  0.31
C24 0.51 4.14 -4.76  -1.21
C25 2.01 3.92 -4.65  0.06
O6 2.69 3.96 -5.90  -0.40
C26 2.60 5.19 -6.60  -0.34
C27 3.20 6.36 -5.84  -0.78
H57 0.08 3.46 -5.50  0.34
H58 0.04 3.96 -3.80  0.36
H59 0.27 5.16 -5.06  0.22
H60 2.20 2.92 -4.25  0.12
H61 2.46 4.63 -3.95  0.25
H62 1.56 5.41 -6.87  0.30
H63 3.15 5.04 -7.53  0.34
H64 2.62 6.61 -4.95  0.03
H65 3.23 7.25 -6.47  0.41
H66 4.22 6.13 -5.52  0.28
C28 -1.64 8.41 -2.12  -1.08
C29 -0.13 8.22 -2.01  -0.20
O7 0.54 8.29 -3.25  -0.36
C30 0.44 9.53 -3.94  -0.30
C31 1.03 10.70 -3.19  -1.14
H67 -2.06 7.74 -2.86  0.29
H68 -2.11 8.21 -1.15  0.40
H69 -1.90 9.43 -2.41  0.27
H70 0.08 7.23 -1.62  0.21
H71 0.30 8.94 -1.30  0.28
H72 -0.60 9.73 -4.22  0.32
H73 0.99 9.38 -4.87  0.32
H74 0.45 10.95 -2.30  0.26
H75 1.05 11.59 -3.83  0.40
H76 2.05 10.48 -2.87  0.31

---

# 2
Computed, not measured: a 5-piece molecular cluster, C31H76N4OP overall at a distorted geometry, with ωB97M-V/def2-TZVPD.

Calculated values
- strongest force on any atom (eV/A) = 2.68
- energy (eV) = -50667.1057
- total charge = +1
- multiplicity = 1
- frontier orbital gap (eV) = 6.6

Each line ends with the Mulliken charge.
Cartesian coordinates (Å):
C1 3.25 -5.03 1.94  -1.33
C2 2.76 -4.19 3.13  -0.28
C3 1.28 -3.86 2.97  -0.21
C4 0.68 -2.75 3.87  -0.61
P1 1.59 -2.27 5.34  0.02
C5 1.70 -0.49 5.65  -0.76
C6 2.78 0.04 4.73  0.24
C7 2.40 0.43 3.38  -0.73
O1 3.17 -0.85 3.73  -0.47
H1 2.48 -5.70 1.58  0.34
H2 4.14 -5.61 2.20  0.41
H3 3.53 -4.37 1.12  0.22
H4 3.36 -3.28 3.21  0.27
H5 2.92 -4.76 4.05  0.36
H6 1.10 -3.55 1.93  -0.14
H7 0.70 -4.77 3.12  0.44
H8 -0.30 -3.07 4.25  0.64
H9 0.48 -1.84 3.30  0.22
H10 0.92 -2.80 6.44  0.15
H11 2.87 -2.80 5.40  0.17
H12 1.99 -0.36 6.70  0.49
H13 0.74 -0.01 5.47  0.39
H14 3.55 0.64 5.21  0.58
H15 3.08 0.97 2.73  0.35
H16 1.47 0.11 2.93  0.22
C8 1.84 -4.34 -5.30  -1.14
C9 0.86 -4.35 -4.13  -0.39
N1 1.23 -5.29 -3.08  0.17
C10 0.18 -5.50 -2.11  -0.78
C11 -0.23 -4.32 -1.21  -0.49
C12 2.57 -5.14 -2.55  -0.73
C13 2.96 -3.78 -1.95  -0.61
H17 1.95 -5.34 -5.73  0.35
H18 1.46 -3.68 -6.08  0.11
H19 2.82 -3.98 -5.02  0.30
H20 -0.12 -4.65 -4.51  0.47
H21 0.75 -3.32 -3.76  0.24
H22 0.48 -6.34 -1.47  0.39
H23 -0.70 -5.84 -2.65  0.38
H24 0.51 -4.12 -0.44  -0.23
H25 -1.17 -4.56 -0.71  0.45
H26 -0.39 -3.41 -1.79  0.27
H27 3.28 -5.37 -3.35  0.35
H28 2.71 -5.93 -1.81  0.37
H29 2.63 -2.95 -2.57  0.28
H30 4.04 -3.71 -1.85  0.38
H31 2.53 -3.65 -0.95  -0.10
C14 0.97 7.70 5.19  -1.38
C15 1.28 6.35 5.81  -0.36
N2 0.57 5.25 5.18  0.29
C16 0.63 4.01 5.92  -0.47
C17 1.98 3.29 6.04  -0.48
C18 0.73 5.13 3.74  -0.25
C19 2.15 4.98 3.18  -1.00
H32 -0.11 7.88 5.19  0.31
H33 1.45 8.49 5.76  0.44
H34 1.33 7.77 4.16  0.29
H35 0.97 6.36 6.86  0.44
H36 2.37 6.20 5.82  0.28
H37 -0.09 3.32 5.46  -0.10
H38 0.25 4.21 6.93  0.46
H39 2.26 2.82 5.10  -0.21
H40 1.91 2.51 6.81  0.37
H41 2.79 3.96 6.34  0.31
H42 0.28 6.01 3.28  0.38
H43 0.11 4.29 3.41  -0.07
H44 2.85 5.67 3.65  0.27
H45 2.15 5.20 2.11  0.43
H46 2.55 3.97 3.30  0.07
C20 -5.50 1.12 1.57  -1.38
C21 -5.10 2.39 2.31  -0.37
N3 -3.73 2.36 2.79  0.12
C22 -3.42 3.43 3.73  -0.33
C23 -3.45 4.88 3.23  -0.94
C24 -2.72 2.10 1.78  -0.52
C25 -2.63 3.04 0.58  -1.00
H47 -5.33 0.24 2.18  0.32
H48 -6.56 1.17 1.31  0.43
H49 -4.95 1.01 0.63  0.29
H50 -5.74 2.49 3.19  0.44
H51 -5.32 3.26 1.67  0.27
H52 -2.43 3.22 4.15  0.00
H53 -4.13 3.33 4.56  0.39
H54 -2.59 5.10 2.61  0.07
H55 -3.42 5.55 4.08  0.40
H56 -4.36 5.11 2.66  0.34
H57 -2.88 1.08 1.41  0.38
H58 -1.75 2.07 2.30  0.17
H59 -3.61 3.28 0.18  0.26
H60 -2.05 2.57 -0.22  0.40
H61 -2.13 3.98 0.83  0.24
C26 0.99 -1.23 -9.45  -1.37
C27 -0.36 -0.54 -9.53  -0.35
N4 -1.46 -1.40 -9.10  0.12
C28 -2.77 -0.86 -9.43  -0.71
C29 -3.21 0.44 -8.75  -0.95
C30 -1.32 -1.99 -7.78  -0.73
C31 -1.16 -1.04 -6.58  -0.79
H62 0.99 -2.16 -10.02  0.33
H63 1.76 -0.58 -9.87  0.43
H64 1.29 -1.46 -8.42  0.24
H65 -0.56 -0.27 -10.57  0.47
H66 -0.31 0.40 -8.97  0.25
H67 -3.51 -1.64 -9.22  0.36
H68 -2.79 -0.71 -10.51  0.41
H69 -3.49 0.28 -7.70  0.22
H70 -4.09 0.84 -9.26  0.40
H71 -2.43 1.20 -8.79  0.27
H72 -0.46 -2.66 -7.80  0.34
H73 -2.18 -2.64 -7.61  0.32
H74 -0.47 -0.22 -6.79  0.24
H75 -0.77 -1.59 -5.73  0.19
H76 -2.12 -0.60 -6.28  0.30

---

# 3
Computed, not measured: a 14-piece molecular cluster, C31H80BO21 overall at a distorted geometry, with ωB97M-V/def2-TZVPD.

Calculated values
- strongest force on any atom (eV/A) = 2.05
- energy (eV) = -77124.2877
- total charge = -1
- multiplicity = 1
- frontier orbital gap (eV) = 9.9

Each line ends with the Mulliken charge.
Cartesian coordinates (Å):
O1 3.81 -1.18 0.92  -0.32
C1 2.62 -1.05 0.97  0.64
O2 1.90 -0.10 0.43  -0.89
B1 0.48 -0.38 0.71  1.31
O3 0.42 -1.67 1.42  -0.41
C2 1.65 -2.06 1.67  0.44
O4 2.02 -3.01 2.30  -0.79
O5 -0.28 -0.57 -0.54  0.18
C3 -1.05 0.48 -0.73  0.36
O6 -1.66 0.76 -1.72  -0.09
C4 -1.07 1.30 0.59  0.42
O7 -0.17 0.77 1.39  -0.67
O8 -1.71 2.30 0.75  -0.93
C5 5.76 -3.87 5.34  -1.22
C6 6.27 -2.58 4.77  0.40
C7 5.26 -1.89 3.86  -1.08
O9 6.57 -1.67 5.85  -0.58
H1 5.53 -4.61 4.56  0.32
H2 4.81 -3.75 5.88  0.23
H3 6.47 -4.35 6.02  0.40
H4 7.22 -2.71 4.24  0.19
H5 4.31 -1.81 4.39  0.39
H6 5.13 -2.49 2.96  0.31
H7 5.54 -0.87 3.61  0.27
H8 7.28 -2.07 6.37  0.32
C8 -3.77 4.30 -1.78  -0.35
C9 -4.18 5.49 -0.90  0.23
C10 -3.06 6.51 -0.72  -1.19
O10 -5.34 6.10 -1.44  -0.60
H9 -3.02 3.72 -1.23  -0.02
H10 -3.33 4.65 -2.72  0.40
H11 -4.58 3.63 -2.04  -0.02
H12 -4.38 5.06 0.08  0.28
H13 -3.42 7.27 -0.03  0.37
H14 -2.67 6.95 -1.64  0.35
H15 -2.17 6.06 -0.26  0.21
H16 -5.09 6.65 -2.18  0.36
C11 1.90 3.64 0.13  -1.09
C12 0.81 4.66 -0.25  0.18
C13 0.27 4.49 -1.67  -0.67
O11 -0.21 4.65 0.71  -0.64
H17 2.64 3.48 -0.67  0.40
H18 1.48 2.64 0.28  0.08
H19 2.42 3.99 1.02  0.37
H20 1.30 5.64 -0.24  0.44
H21 -0.27 5.40 -1.91  0.22
H22 -0.40 3.62 -1.69  -0.13
H23 1.10 4.33 -2.36  0.47
H24 -0.73 3.82 0.63  0.36
C14 -2.70 1.21 5.59  -1.54
C15 -2.72 0.64 4.17  1.24
C16 -2.01 -0.68 4.06  -0.84
O12 -4.10 0.43 3.82  -0.55
H25 -3.33 0.58 6.23  0.36
H26 -3.13 2.21 5.60  0.41
H27 -1.72 1.29 6.06  0.36
H28 -2.34 1.36 3.43  -0.25
H29 -2.44 -1.40 4.76  0.43
H30 -0.93 -0.63 4.16  0.29
H31 -2.13 -1.11 3.06  -0.17
H32 -4.49 1.32 3.86  0.34
C17 6.80 0.58 1.20  -0.85
C18 5.82 0.89 0.12  0.17
O13 5.69 -0.09 -0.90  -0.54
H33 6.97 1.39 1.91  0.38
H34 7.79 0.34 0.80  0.31
H35 6.46 -0.30 1.74  -0.09
H36 6.11 1.83 -0.37  0.45
H37 4.83 1.17 0.50  -0.11
H38 5.33 -0.85 -0.42  0.25
C19 -4.09 0.85 -3.80  -0.06
C20 -5.55 1.24 -3.98  -0.54
O14 -6.39 0.19 -3.46  -0.53
H39 -3.85 0.00 -4.44  0.41
H40 -3.87 0.63 -2.76  -0.23
H41 -3.51 1.68 -4.18  0.05
H42 -5.81 1.45 -5.02  0.48
H43 -5.77 2.12 -3.36  0.13
H44 -7.11 0.01 -4.07  0.27
C21 3.70 -4.04 -2.62  -1.15
C22 4.71 -3.08 -2.02  0.64
O15 5.72 -2.77 -2.97  -0.57
H45 4.01 -5.09 -2.61  0.37
H46 3.27 -3.76 -3.58  0.31
H47 2.82 -4.08 -1.96  0.22
H48 5.13 -3.47 -1.09  0.35
H49 4.16 -2.16 -1.76  -0.41
H50 6.58 -2.80 -2.53  0.32
C23 -2.04 -3.96 -0.08  -0.63
C24 -2.66 -4.16 1.28  0.20
O16 -3.19 -5.49 1.34  -0.57
H51 -1.13 -4.56 -0.20  0.44
H52 -1.74 -2.94 -0.29  -0.29
H53 -2.71 -4.26 -0.89  0.40
H54 -3.40 -3.39 1.50  0.05
H55 -1.85 -4.13 2.03  0.07
H56 -3.43 -5.67 2.25  0.31
C25 -0.86 1.99 -4.76  -0.14
C26 -0.50 1.56 -6.19  -0.65
O17 0.10 0.29 -6.17  -0.55
H57 -1.54 2.84 -4.71  0.44
H58 0.03 2.28 -4.20  0.22
H59 -1.34 1.11 -4.32  -0.35
H60 0.09 2.33 -6.71  0.26
H61 -1.39 1.38 -6.80  0.33
H62 0.85 0.21 -5.55  0.44
C27 -4.12 -0.73 0.56  0.66
C28 -5.29 0.19 0.28  -0.81
O18 -6.24 -0.34 -0.63  -0.60
H63 -3.44 -0.29 1.29  -0.34
H64 -3.53 -0.91 -0.35  -0.15
H65 -4.46 -1.69 0.93  0.16
H66 -4.96 1.16 -0.11  0.39
H67 -5.85 0.29 1.22  0.33
H68 -5.92 -0.33 -1.56  0.31
C29 1.93 -0.29 -2.94  0.22
O19 2.08 -0.05 -4.34  -0.64
H69 2.78 0.06 -2.35  0.35
H70 1.05 0.23 -2.57  -0.30
H71 1.78 -1.36 -2.79  -0.05
H72 2.84 -0.55 -4.63  0.25
C30 -1.20 -2.26 -3.31  0.14
O20 -2.26 -3.04 -3.89  -0.63
H73 -1.35 -2.19 -2.23  -0.27
H74 -0.25 -2.78 -3.42  0.18
H75 -1.25 -1.29 -3.80  0.24
H76 -3.10 -2.75 -3.53  0.33
C31 1.23 -4.11 5.66  -0.43
O21 0.77 -2.97 4.99  -0.40
H77 0.89 -5.05 5.22  0.29
H78 2.33 -4.11 5.70  -0.03
H79 0.91 -4.08 6.70  0.25
H80 1.04 -2.99 4.06  0.30

---

What is the formula in the first record? C31H76Br2FO7S